Record 1
Molecular formula: C2H6NO3
Method: DFT, ωB97M-V/def2-TZVPD

Cartesian coordinates (Å):
C -0.28 -0.83 2.24
N 0.24 -1.23 0.92
C 0.50 -0.08 0.05
O 0.49 -0.37 -1.18
O 0.69 1.01 0.59
H -1.21 -0.26 2.17
H 0.44 -0.21 2.77
H -0.51 -1.72 2.84
H -0.54 -1.68 0.45
H -0.61 0.63 -1.94
H -0.73 2.04 -2.50
O -1.28 1.25 -2.36

Summary:
F_max, Eh/bohr: 0.02338
Multiplicity: 1
Charge: -1
DFT total energy, eV: -9806.0573
Energy above the lowest of the compared OMol25 structures with the same formula, charge and spin, kJ/mol: 13.8
Orbital gap, eV: 8.83

Results of the natural (NBO) charge analysis, in e, for atoms 1 through 8: number 1, C, carries -0.4123; number 2, N, carries -0.6905; number 3, C, carries 0.8672; number 4, O, carries -0.8258; number 5, O, carries -0.7645; number 6, H, carries 0.1638; number 7, H, carries 0.2048; number 8, H, carries 0.1611


Record 2
Molecular formula: C6H9N
Method: DFT, ωB97M-V/def2-TZVPD

Cartesian coordinates (Å):
C 3.32 0.45 0.14
C 1.96 0.01 -0.15
C 0.86 -0.42 -0.36
C -0.45 -1.02 -0.65
N -1.46 -0.67 0.34
C -2.74 -0.22 -0.19
C -1.81 0.73 0.46
H 3.90 0.58 -0.78
H 3.83 -0.29 0.76
H 3.32 1.41 0.67
H -0.74 -0.74 -1.68
H -0.34 -2.11 -0.64
H -3.62 -0.60 0.32
H -2.84 -0.14 -1.28
H -1.31 1.46 -0.17
H -2.00 1.07 1.48

Summary:
F_max, Eh/bohr: 0.00755
Multiplicity: 1
SMILES string: CC#CCN1CC1
DFT total energy, eV: -7854.9499
Energy above the lowest of the compared OMol25 structures with the same formula, charge and spin, kJ/mol: 309.7
Orbital gap, eV: 10.13

Results of the natural (NBO) charge analysis, in e, for atoms 1 through 8: number 1, C, carries -0.6825; number 2, C, carries 0.0151; number 3, C, carries -0.0442; number 4, C, carries -0.2880; number 5, N, carries -0.3897; number 6, C, carries -0.2571; number 7, C, carries -0.2600; number 8, H, carries 0.2339


Record 3
Molecular formula: C3H5P
Method: DFT, ωB97M-V/def2-TZVPD

Cartesian coordinates (Å):
C -0.51 -0.39 -0.12
C 0.84 -0.17 0.24
C -1.86 0.15 0.06
P 2.55 -0.72 0.07
H -1.79 1.08 0.74
H -2.27 0.45 -0.95
H -2.61 -0.42 0.69
H 3.12 0.43 0.49
H 2.54 -0.39 -1.22

Summary:
F_max, Eh/bohr: 0.07388
Multiplicity: 3
⟨S²⟩: 2.008
DFT total energy, eV: -12473.9629
Energy above the lowest of the compared OMol25 structures with the same formula, charge and spin, kJ/mol: 259.8
Orbital gap (alpha / beta), eV: 7.49 / 7.05

Results of the natural (NBO) charge analysis, in e, for atoms 1 through 8: number 1, C, carries 0.0567; number 2, C, carries -0.3797; number 3, C, carries -0.7518; number 4, P, carries 0.3840; number 5, H, carries 0.2211; number 6, H, carries 0.2428; number 7, H, carries 0.2629; number 8, H, carries -0.0119


Record 4
Molecular formula: C41H55N8SSi4TeTi
Method: DFT, ωB97M-V/def2-TZVPD

Cartesian coordinates (Å):
Ti -1.22 1.20 0.30
C 0.56 6.37 0.56
C 1.41 5.28 0.44
C 1.01 4.02 0.86
C -0.26 3.82 1.39
C -1.12 4.92 1.50
C -0.71 6.18 1.09
N -0.71 2.52 1.76
C -1.47 2.45 2.94
C -1.22 3.18 4.10
C -2.02 3.01 5.22
C -3.09 2.12 5.19
C -3.36 1.39 4.05
C -2.55 1.56 2.93
N -2.72 0.94 1.69
N -3.81 0.23 1.53
C -3.91 -0.19 0.24
C -5.03 -0.92 -0.18
C -5.17 -1.22 -1.51
C -4.19 -0.80 -2.41
C -3.09 -0.13 -1.92
N -2.93 0.16 -0.63
H 0.88 7.35 0.23
H 2.40 5.40 0.02
H 1.67 3.18 0.74
H -2.12 4.77 1.88
H -1.39 7.01 1.17
H -0.39 3.88 4.12
H -1.81 3.57 6.12
H -3.71 1.99 6.07
H -4.18 0.69 4.00
H -5.77 -1.20 0.57
H -6.04 -1.77 -1.86
H -4.27 -1.00 -3.47
H -2.31 0.21 -2.59
C 4.50 0.84 -0.50
C 4.03 1.34 -1.71
C 2.67 1.55 -1.92
C 1.75 1.28 -0.90
C 2.23 0.76 0.30
C 3.58 0.55 0.50
N 0.37 1.61 -1.03
N 0.16 2.44 -2.04
C -1.10 2.96 -2.03
C -1.47 3.86 -3.05
C -2.72 4.44 -3.02
C -3.61 4.14 -1.98
C -3.25 3.24 -0.99
C -1.99 2.64 -0.99
H 5.56 0.68 -0.35
H 4.73 1.56 -2.51
H 2.31 1.95 -2.85
H 1.54 0.53 1.10
H 3.92 0.15 1.45
H -0.76 4.08 -3.84
H -3.01 5.14 -3.79
H -4.59 4.61 -1.96
H -3.96 3.00 -0.21
S 1.28 -0.18 4.49
C 2.30 1.06 4.09
N 3.64 1.13 4.40
C 4.15 2.48 4.19
C 3.17 3.00 3.14
N 1.99 2.20 3.43
H 3.95 0.55 5.16
H 5.18 2.47 3.84
H 4.09 3.07 5.11
H 3.54 2.81 2.13
H 2.96 4.06 3.24
H 1.15 2.22 2.86
C -0.65 -6.38 -1.69
Si -0.96 -4.99 -0.45
C -0.52 -5.63 1.26
C -2.80 -4.58 -0.49
Si 0.29 -3.06 -0.90
Te -0.50 -1.55 0.92
Si 0.05 -2.63 -3.19
C -1.70 -3.01 -3.79
C 0.54 -0.89 -3.66
C 1.15 -3.83 -4.13
Si 2.55 -3.53 -0.52
C 2.95 -3.35 1.31
C 2.98 -5.30 -1.03
C 3.66 -2.38 -1.52
H -1.22 -7.27 -1.42
H 0.41 -6.66 -1.73
H -0.96 -6.09 -2.70
H -1.16 -6.48 1.54
H -0.66 -4.84 2.00
H 0.52 -5.96 1.31
H -3.40 -5.45 -0.20
H -3.11 -4.27 -1.49
H -3.01 -3.76 0.20
H -2.46 -2.54 -3.17
H -1.87 -4.09 -3.76
H -1.83 -2.68 -4.82
H -0.01 -0.13 -3.11
H 0.39 -0.71 -4.73
H 1.60 -0.73 -3.44
H 0.93 -4.87 -3.86
H 2.21 -3.66 -3.95
H 0.98 -3.73 -5.21
H 2.37 -4.06 1.90
H 2.68 -2.35 1.67
H 4.01 -3.52 1.50
H 2.42 -6.03 -0.44
H 4.05 -5.50 -0.87
H 2.76 -5.48 -2.08
H 3.30 -1.35 -1.47
H 3.69 -2.68 -2.57
H 4.68 -2.40 -1.14

Summary:
F_max, Eh/bohr: 0.00619
Multiplicity: 3
⟨S²⟩: 2.041
Charge: -1
DFT total energy, eV: -128091.9974
Energy above the lowest of the compared OMol25 structures with the same formula, charge and spin, kJ/mol: 0.0
Orbital gap (alpha / beta), eV: 6.43 / 5.70

Results of the Löwdin charge analysis, in e, for atoms 1 through 8: number 1, Ti, carries 0.7538; number 2, C, carries -0.1085; number 3, C, carries -0.0812; number 4, C, carries -0.0505; number 5, C, carries -0.2938; number 6, C, carries -0.0310; number 7, C, carries -0.0863; number 8, N, carries -0.0640


Record 5
Molecular formula: C15H17N3O
Method: DFT, ωB97M-V/def2-TZVPD

Cartesian coordinates (Å):
O 5.77 1.98 -0.21
C 5.02 1.03 -0.22
C 3.54 1.26 -0.20
C 2.45 0.36 -0.19
N 1.31 1.04 -0.13
C -0.40 0.60 -0.27
C -0.77 0.49 1.17
C -0.50 -0.65 1.94
C -1.10 -0.79 3.20
C -1.93 0.26 3.67
C -2.05 1.46 2.96
C -1.42 1.60 1.73
N -0.72 -0.48 -1.06
C -1.51 -1.62 -0.67
C -1.83 -2.32 -2.01
C -0.92 -1.67 -3.08
C -0.32 -0.42 -2.43
C 1.68 2.35 -0.10
N 3.03 2.53 -0.14
H 5.26 -0.09 -0.23
H 2.47 -0.71 -0.22
H -0.53 1.60 -0.79
H 0.07 -1.50 1.58
H -0.97 -1.70 3.82
H -2.41 0.16 4.65
H -2.69 2.27 3.37
H -1.58 2.48 1.13
H -2.45 -1.28 -0.22
H -1.05 -2.31 0.08
H -2.86 -2.06 -2.30
H -1.74 -3.40 -1.92
H -0.11 -2.34 -3.41
H -1.55 -1.41 -3.94
H 0.76 -0.28 -2.63
H -0.81 0.46 -2.87
H 0.88 3.10 -0.05

Summary:
F_max, Eh/bohr: 0.04931
Multiplicity: 1
SMILES string: O=Cc1cn([C@H](c2ccccc2)N2CCCC2)cn1
DFT total energy, eV: -22346.5478
Energy above the lowest of the compared OMol25 structures with the same formula, charge and spin, kJ/mol: 365.7
Orbital gap, eV: 8.65

Results of the natural (NBO) charge analysis, in e, for atoms 1 through 8: number 1, O, carries -0.5072; number 2, C, carries 0.4053; number 3, C, carries -0.0624; number 4, C, carries -0.0677; number 5, N, carries -0.3983; number 6, C, carries 0.2079; number 7, C, carries 0.0078; number 8, C, carries -0.2170


Record 6
Molecular formula: C75H70N17OPSY
Method: DFT, ωB97M-V/def2-TZVPD

Cartesian coordinates (Å):
Y 0.53 -0.58 -0.01
C 4.20 -2.06 -4.19
N 3.83 -1.66 -2.83
C 2.58 -1.58 -2.32
N 2.63 -1.14 -1.06
C 3.97 -0.99 -0.75
C 4.72 -1.30 -1.86
C 6.17 -1.22 -2.07
C 6.83 -0.01 -1.89
C 8.20 0.07 -2.06
C 8.92 -1.06 -2.43
C 8.27 -2.27 -2.62
C 6.90 -2.36 -2.44
C 4.52 -0.73 0.60
C 4.05 0.27 1.44
C 4.59 0.46 2.70
C 5.62 -0.35 3.15
C 6.10 -1.36 2.32
C 5.56 -1.55 1.06
P 1.14 -2.18 -3.27
C 0.11 -0.69 -3.24
N -0.14 0.09 -2.19
C -0.81 1.20 -2.67
C -0.99 1.06 -4.03
N -0.39 -0.14 -4.37
C -0.39 -0.73 -5.70
C -1.69 1.91 -5.00
C -1.02 2.44 -6.10
C -1.69 3.25 -7.00
C -3.03 3.55 -6.80
C -3.70 3.02 -5.70
C -3.04 2.20 -4.81
C -1.15 2.37 -1.84
C -1.10 3.65 -2.39
C -1.43 4.75 -1.62
C -1.79 4.60 -0.29
C -1.78 3.34 0.28
C -1.48 2.23 -0.50
C 0.35 -3.18 -1.97
N 0.16 -2.86 -0.69
C -0.25 -4.01 -0.05
C -0.35 -5.02 -0.97
N 0.04 -4.49 -2.17
C 0.06 -5.19 -3.45
C -0.79 -6.42 -0.81
C 0.03 -7.48 -1.16
C -0.39 -8.79 -0.97
C -1.64 -9.03 -0.42
C -2.47 -7.98 -0.06
C -2.04 -6.67 -0.25
C -0.41 -4.12 1.41
C 0.07 -5.26 2.06
C -0.02 -5.37 3.44
C -0.57 -4.34 4.19
C -1.03 -3.20 3.55
C -0.96 -3.10 2.17
H 3.42 -1.77 -4.89
H 4.34 -3.14 -4.25
H 5.13 -1.57 -4.46
H 6.26 0.87 -1.60
H 8.71 1.01 -1.92
H 9.99 -0.99 -2.57
H 8.84 -3.15 -2.90
H 6.40 -3.31 -2.57
H 3.27 0.93 1.09
H 4.23 1.26 3.33
H 6.06 -0.19 4.12
H 6.91 -1.99 2.65
H 5.94 -2.34 0.43
H -1.23 -0.33 -6.26
H -0.49 -1.81 -5.63
H 0.53 -0.48 -6.23
H 0.03 2.23 -6.25
H -1.17 3.67 -7.85
H -3.56 4.18 -7.50
H -4.75 3.25 -5.55
H -3.56 1.79 -3.95
H -0.82 3.79 -3.42
H -1.41 5.74 -2.06
H -2.07 5.46 0.29
H -2.05 3.21 1.32
H -1.58 1.24 -0.06
H -0.61 -6.05 -3.38
H 1.06 -5.53 -3.70
H -0.31 -4.53 -4.24
H 1.02 -7.29 -1.57
H 0.25 -9.61 -1.25
H -1.98 -10.05 -0.27
H -3.44 -8.17 0.36
H -2.68 -5.84 0.02
H 0.51 -6.07 1.49
H 0.34 -6.27 3.93
H -0.64 -4.43 5.27
H -1.47 -2.40 4.13
H -1.37 -2.24 1.67
C 3.09 4.85 0.57
N 2.52 3.63 -0.02
C 1.67 2.75 0.50
N 1.52 1.72 -0.34
C 2.32 2.06 -1.38
N 2.95 3.20 -1.22
C 2.09 5.97 0.77
C 2.28 7.19 0.13
C 1.40 8.24 0.35
C 0.30 8.07 1.17
C 0.10 6.84 1.80
C 1.01 5.81 1.62
C -1.12 6.62 2.58
N -2.11 7.41 2.76
N -3.08 6.67 3.42
C -2.60 5.50 3.59
O -1.34 5.37 3.09
C -3.24 4.32 4.17
C -4.56 4.41 4.61
C -5.18 3.29 5.15
C -4.49 2.09 5.24
C -3.17 2.00 4.81
C -2.43 0.70 4.98
N -1.34 0.53 4.02
C -1.42 0.35 2.71
N -0.20 0.30 2.19
C 0.61 0.48 3.28
N -0.05 0.64 4.40
C -2.55 3.12 4.28
H 3.86 5.16 -0.13
H 3.57 4.58 1.50
H 1.20 2.85 1.46
H 2.44 1.45 -2.27
H 3.13 7.33 -0.53
H 1.56 9.19 -0.14
H -0.41 8.87 1.33
H 0.84 4.88 2.15
H -5.08 5.36 4.53
H -6.20 3.36 5.50
H -4.98 1.22 5.67
H -3.11 -0.15 4.88
H -1.96 0.64 5.97
H -2.34 0.25 2.16
H 1.69 0.49 3.23
H -1.51 3.08 3.96
C -4.55 -3.14 1.26
N -5.10 -1.81 1.02
C -6.57 -1.78 0.94
C -4.36 -0.82 0.52
S -2.83 -1.15 -0.21
N -4.88 0.42 0.59
C -5.78 0.84 1.65
C -4.64 1.44 -0.43
H -5.23 -3.67 1.92
H -3.58 -3.08 1.73
H -4.46 -3.70 0.32
H -6.89 -2.70 0.45
H -6.90 -0.95 0.33
H -7.03 -1.73 1.92
H -5.77 0.11 2.46
H -6.81 0.98 1.30
H -5.43 1.80 2.04
H -3.95 1.07 -1.17
H -4.25 2.35 0.02
H -5.60 1.68 -0.91
C 3.12 -3.24 3.44
C 2.37 -2.47 2.46
N 1.78 -1.86 1.69
H 2.69 -4.23 3.52
H 3.08 -2.74 4.40
H 4.16 -3.31 3.12

Summary:
F_max, Eh/bohr: 0.01395
Multiplicity: 1
Charge: +3
DFT total energy, eV: -127445.0167
Energy above the lowest of the compared OMol25 structures with the same formula, charge and spin, kJ/mol: 0.0
Orbital gap, eV: 7.59

Results of the Löwdin charge analysis, in e, for atoms 1 through 8: number 1, Y, carries 1.4492; number 2, C, carries 0.0053; number 3, N, carries -0.0383; number 4, C, carries -0.4301; number 5, N, carries 0.0141; number 6, C, carries -0.1590; number 7, C, carries -0.1114; number 8, C, carries -0.2038